{"formula": "C62H156O37P6S4", "method": "ωB97M-V/def2-TZVPD", "symbols": ["C", "C", "O", "P", "O", "O", "C", "C", "O", "C", "C", "H", "H", "H", "H", "H", "H", "H", "H", "H", "H", "H", "H", "H", "H", "H", "C", "C", "O", "P", "O", "O", "C", "C", "O", "C", "C", "H", "H", "H", "H", "H", "H", "H", "H", "H", "H", "H", "H", "H", "H", "H", "C", "C", "O", "P", "O", "O", "C", "C", "O", "C", "C", "H", "H", "H", "H", "H", "H", "H", "H", "H", "H", "H", "H", "H", "H", "H", "C", "C", "O", "P", "O", "O", "C", "C", "O", "C", "C", "H", "H", "H", "H", "H", "H", "H", "H", "H", "H", "H", "H", "H", "H", "H", "C", "C", "O", "P", "O", "O", "C", "C", "O", "C", "C", "H", "H", "H", "H", "H", "H", "H", "H", "H", "H", "H", "H", "H", "H", "H", "C", "C", "O", "P", "O", "O", "C", "C", "O", "C", "C", "H", "H", "H", "H", "H", "H", "H", "H", "H", "H", "H", "H", "H", "H", "H", "C", "S", "O", "C", "H", "H", "H", "H", "H", "H", "C", "S", "O", "C", "H", "H", "H", "H", "H", "H", "C", "S", "O", "C", "H", "H", "H", "H", "H", "H", "C", "S", "O", "C", "H", "H", "H", "H", "H", "H", "C", "O", "C", "C", "O", "C", "C", "O", "C", "H", "H", "H", "H", "H", "H", "H", "H", "H", "H", "H", "H", "H", "H", "C", "O", "C", "C", "O", "C", "C", "O", "C", "H", "H", "H", "H", "H", "H", "H", "H", "H", "H", "H", "H", "H", "H", "C", "O", "C", "C", "O", "C", "C", "O", "C", "H", "H", "H", "H", "H", "H", "H", "H", "H", "H", "H", "H", "H", "H"], "coordinates": [[-11.051730, -37.058717, -4.442223], [-11.065820, -35.529044, -4.619519], [-11.798641, -35.286992, -5.883268], [-12.035153, -33.908650, -6.534820], [-13.029717, -33.953538, -7.610197], [-10.651693, -33.257662, -7.023534], [-10.118900, -33.703504, -8.323246], [-8.632198, -33.567915, -8.247880], [-12.393210, -32.993748, -5.300173], [-12.399170, -31.515984, -5.328471], [-13.030484, -31.210744, -3.984818], [-12.093783, -37.326264, -4.222848], [-10.704337, -37.482242, -5.374964], [-10.399595, -37.202730, -3.578635], [-11.586400, -34.962836, -3.854373], [-10.046821, -35.113005, -4.753254], [-10.499016, -34.706633, -8.551197], [-10.663834, -33.073696, -9.063866], [-8.221360, -33.882140, -9.206849], [-8.313905, -32.598285, -7.870299], [-8.304856, -34.202615, -7.451882], [-11.442066, -31.097418, -5.630291], [-13.090696, -31.293806, -6.114543], [-12.446572, -31.673065, -3.158466], [-13.010223, -30.170407, -3.842600], [-13.994740, -31.639529, -4.001036], [-19.437107, -26.210309, -7.047184], [-20.215015, -26.922502, -8.142111], [-21.342987, -26.207904, -8.616769], [-22.812244, -26.343073, -8.050384], [-22.898747, -25.945980, -6.653572], [-23.553919, -25.352597, -9.048948], [-24.282761, -24.230210, -8.549763], [-23.361567, -23.073503, -8.244078], [-23.270917, -27.855283, -8.430015], [-24.272167, -28.554483, -7.567295], [-25.730698, -28.487857, -8.073678], [-18.571317, -26.719312, -6.648324], [-19.264150, -25.292683, -7.615416], [-20.159398, -26.010648, -6.277010], [-19.690620, -27.180163, -9.047478], [-20.686293, -27.894996, -7.785060], [-25.048685, -23.918989, -9.217989], [-24.764691, -24.537100, -7.657637], [-22.609192, -23.433556, -7.520531], [-22.860675, -22.824096, -9.157740], [-23.901775, -22.249225, -7.818039], [-23.903213, -29.606587, -7.577212], [-24.189065, -28.113019, -6.556940], [-26.059972, -27.435449, -8.111165], [-25.858418, -28.917962, -9.072982], [-26.330280, -29.026762, -7.294351], [-22.562467, -23.249936, -4.416728], [-21.163874, -23.686325, -4.330472], [-21.072888, -24.846788, -3.458792], [-19.725689, -25.574574, -3.014761], [-19.121612, -25.201417, -1.754282], [-20.238439, -27.092801, -3.090776], [-21.159097, -27.622110, -4.079257], [-20.458986, -28.734678, -4.894033], [-18.753819, -25.351875, -4.312576], [-17.315756, -25.025433, -4.033816], [-16.947135, -23.874459, -4.866701], [-22.890320, -23.297246, -3.334766], [-22.531741, -22.230420, -4.778723], [-23.094753, -23.988206, -5.055999], [-20.759404, -23.845763, -5.333156], [-20.492873, -22.995250, -3.851422], [-21.932530, -28.055524, -3.492003], [-21.563776, -26.847047, -4.749764], [-19.593358, -28.307149, -5.381027], [-20.166707, -29.567410, -4.249341], [-21.100029, -29.141296, -5.668616], [-17.262298, -24.812233, -2.958262], [-16.769202, -25.919661, -4.268371], [-17.396371, -23.960419, -5.862403], [-17.326828, -22.939211, -4.391808], [-15.844296, -23.816428, -4.980116], [-20.359323, -37.954213, -7.869052], [-19.411737, -36.844636, -8.290689], [-18.118248, -36.996675, -7.698395], [-17.297525, -35.888273, -6.961011], [-18.021681, -34.638902, -6.688422], [-16.826383, -36.674967, -5.677468], [-16.353219, -35.777118, -4.616445], [-14.973506, -35.260971, -4.938349], [-16.060001, -35.616616, -7.885002], [-14.999611, -36.525260, -8.157344], [-15.284922, -37.330412, -9.437378], [-20.689355, -37.713207, -6.887782], [-21.260789, -37.783461, -8.457660], [-19.990830, -39.001046, -8.008310], [-19.227133, -36.872217, -9.345527], [-19.850531, -35.843661, -8.030452], [-17.008202, -34.898725, -4.558124], [-16.413894, -36.336257, -3.696396], [-14.333996, -36.100893, -5.149397], [-14.953759, -34.650099, -5.835227], [-14.498598, -34.656808, -4.159732], [-14.100226, -35.920861, -8.189183], [-14.922011, -37.146580, -7.284636], [-16.145644, -37.972190, -9.343528], [-15.530088, -36.585911, -10.174016], [-14.465812, -37.935811, -9.807896], [-9.559227, -26.579698, -10.655517], [-10.895391, -26.844082, -10.073401], [-11.553719, -27.718046, -11.042257], [-13.067529, -27.981053, -10.743160], [-13.860769, -26.767396, -10.405356], [-13.145318, -28.864606, -9.460742], [-12.410786, -30.069593, -9.322968], [-11.147804, -29.913491, -8.554176], [-13.464385, -28.779805, -12.016324], [-14.721320, -29.362418, -12.360111], [-14.776781, -29.658239, -13.853165], [-9.663004, -26.118162, -11.663794], [-8.910118, -25.901342, -10.020079], [-8.992920, -27.544909, -10.630208], [-10.870317, -27.281607, -9.089205], [-11.481763, -25.909391, -10.055494], [-13.058411, -30.794077, -8.825333], [-12.151369, -30.504231, -10.263149], [-10.466888, -29.292098, -9.150058], [-11.250828, -29.373083, -7.656773], [-10.633705, -30.838413, -8.356811], [-14.794209, -30.362988, -11.872079], [-15.588720, -28.765053, -12.096200], [-14.089417, -30.498348, -14.134219], [-15.821611, -29.936409, -14.107975], [-14.588626, -28.736871, -14.383029], [-16.037661, -33.698477, -15.380179], [-17.525193, -33.892293, -15.245565], [-17.766638, -35.347229, -15.242320], [-19.098269, -35.823699, -15.930263], [-20.332538, -35.193293, -15.486990], [-18.915981, -35.634360, -17.467844], [-17.831332, -36.088317, -18.310269], [-18.259380, -35.819297, -19.720374], [-19.016437, -37.402245, -15.736846], [-19.273491, -38.150745, -14.508619], [-19.171287, -39.578377, -14.961597], [-15.589433, -34.290721, -14.587141], [-15.929888, -34.116751, -16.392991], [-15.784715, -32.659716, -15.318022], [-17.898642, -33.529518, -14.322395], [-18.137197, -33.417902, -16.025033], [-16.895821, -35.526198, -18.064852], [-17.627407, -37.152991, -18.154379], [-17.527910, -36.156020, -20.459517], [-19.131792, -36.503915, -19.838588], [-18.529597, -34.747715, -19.814122], [-18.700869, -37.858433, -13.631193], [-20.326670, -37.989011, -14.224035], [-18.084388, -39.706980, -15.057531], [-19.525430, -40.264364, -14.185136], [-19.629119, -39.814015, -15.928696], [-21.216648, -33.269810, -6.892857], [-21.236270, -31.738504, -7.863778], [-22.323626, -30.921277, -7.229403], [-19.721896, -31.130540, -7.133410], [-20.231700, -33.722182, -6.847528], [-21.942343, -34.031758, -7.232412], [-21.562243, -32.884481, -5.930458], [-18.757212, -31.617879, -7.354733], [-19.831467, -31.009549, -6.069411], [-19.555996, -30.107465, -7.479530], [-16.204823, -26.523556, -12.948623], [-17.263810, -26.251630, -11.570121], [-17.045657, -27.372397, -10.630808], [-16.435528, -24.786190, -10.927342], [-15.151808, -26.512508, -12.605624], [-16.314456, -25.742582, -13.693026], [-16.612267, -27.482644, -13.317041], [-16.693773, -23.948976, -11.620917], [-15.367784, -24.974355, -10.761845], [-16.903942, -24.620078, -9.969946], [-13.136247, -33.515766, -10.985390], [-13.522712, -34.222228, -12.583659], [-13.161707, -33.193675, -13.581858], [-12.195566, -35.317576, -12.583442], [-13.081656, -34.248818, -10.194285], [-14.017157, -32.861777, -10.873951], [-12.204463, -32.957953, -11.013382], [-11.325727, -34.635375, -12.754330], [-12.225420, -35.987128, -13.450081], [-12.127737, -35.927003, -11.677610], [-13.348159, -26.523147, -6.892257], [-13.031690, -27.751466, -5.715752], [-11.639474, -28.335214, -6.033734], [-12.760240, -26.632778, -4.335879], [-12.426587, -25.995102, -7.091216], [-14.129451, -25.854276, -6.553415], [-13.751105, -26.982708, -7.809822], [-13.679179, -26.143668, -3.955732], [-12.048275, -25.884499, -4.698670], [-12.279193, -27.288481, -3.583047], [-16.561269, -31.866175, -5.422054], [-16.330247, -32.380144, -4.124847], [-17.558067, -32.490183, -3.391191], [-17.225900, -32.951533, -2.002202], [-16.842278, -31.811533, -1.248105], [-15.443580, -31.716328, -1.075159], [-15.256135, -31.284178, 0.402746], [-13.836858, -30.887616, 0.430288], [-13.585587, -29.945426, 1.508338], [-17.184104, -32.553108, -5.977247], [-15.603514, -31.661806, -5.905985], [-17.063838, -30.888089, -5.346279], [-18.274803, -33.183537, -3.833768], [-17.991959, -31.481266, -3.233722], [-16.450070, -33.687913, -1.997276], [-18.147978, -33.309955, -1.562731], [-15.052379, -30.935151, -1.714557], [-14.918881, -32.641677, -1.336349], [-15.493585, -32.108607, 1.109307], [-15.889374, -30.365832, 0.629834], [-14.484663, -29.792024, 2.105532], [-13.225094, -28.935366, 1.161905], [-12.804954, -30.361267, 2.143890], [-21.963483, -32.493415, -16.672897], [-21.742836, -31.724828, -15.515129], [-20.446980, -31.732585, -15.026679], [-20.396366, -30.846646, -13.820109], [-18.995777, -30.852320, -13.466953], [-18.661129, -29.876209, -12.444234], [-19.532447, -30.027838, -11.184576], [-20.704361, -29.256396, -11.352407], [-21.710115, -29.561583, -10.379189], [-21.971177, -33.526800, -16.344776], [-21.214338, -32.343187, -17.461682], [-22.922702, -32.182199, -17.108100], [-19.782109, -31.376732, -15.839853], [-20.071650, -32.733572, -14.811803], [-21.028939, -31.221070, -13.017917], [-20.630501, -29.843794, -14.082060], [-18.823995, -28.842406, -12.762799], [-17.591860, -30.050667, -12.150229], [-18.981897, -29.667274, -10.274794], [-19.732081, -31.080685, -11.024038], [-22.563957, -28.950186, -10.674218], [-21.353639, -29.369177, -9.380917], [-21.939561, -30.635301, -10.514560], [-16.589025, -32.419814, -12.293376], [-16.170360, -32.054262, -11.022896], [-16.721570, -32.784091, -9.960202], [-16.210685, -32.285659, -8.643332], [-16.793918, -31.076842, -8.306127], [-15.934724, -29.962280, -8.455282], [-16.724611, -28.732832, -8.011518], [-17.230559, -28.765805, -6.685113], [-16.334220, -28.537857, -5.610614], [-17.659485, -32.422538, -12.353789], [-16.317251, -33.396778, -12.671391], [-16.337800, -31.723387, -13.036866], [-16.455617, -33.871711, -10.036171], [-17.822811, -32.764102, -10.024618], [-15.109858, -32.277933, -8.694731], [-16.490521, -33.072237, -7.953186], [-15.632321, -29.816464, -9.504372], [-15.026197, -30.112534, -7.863815], [-17.596416, -28.583415, -8.653200], [-16.007247, -27.872455, -8.212714], [-15.479788, -29.206266, -5.489741], [-16.882935, -28.536382, -4.669530], [-15.987390, -27.558494, -5.768542]], "forces_ev_per_a": [[-0.61, 2.12, 0.53], [0.28, -0.01, -1.41], [0.56, -1.16, 0.75], [-0.16, 2.21, -0.12], [-0.12, -0.27, -0.41], [0.02, -0.92, -0.07], [-1.80, 0.99, 0.17], [-0.39, -0.12, -0.03], [0.89, -0.13, -0.21], [-0.73, -1.47, 0.21], [2.19, -0.69, -0.10], [0.44, -0.44, -0.05], [0.18, -0.40, 0.12], [-0.06, -0.68, -0.18], [-0.01, -0.17, 0.24], [-0.49, -0.23, 0.14], [0.48, -0.12, 0.27], [0.84, -0.14, 0.25], [0.43, 0.30, 0.16], [-0.13, 0.38, -0.74], [0.39, -0.92, 0.27], [0.21, -0.15, 0.59], [-0.52, 0.58, -0.60], [-0.29, 0.26, -0.55], [-0.40, 1.50, 0.38], [-1.24, -0.18, 0.23], [-1.42, 0.56, -1.83], [-1.16, -3.43, 0.84], [-0.64, 1.00, -0.60], [0.50, -0.72, -1.34], [-0.59, -0.09, 1.32], [-0.20, -0.51, -0.49], [0.68, 0.31, 0.89], [0.62, -1.24, 0.38], [-0.44, 1.46, 0.83], [0.35, -0.47, -0.30], [0.63, 0.50, 0.70], [0.17, -0.07, -0.32], [0.85, 0.52, 0.84], [-0.04, 0.24, 0.51], [0.75, 0.07, -0.15], [1.03, 0.68, -0.07], [-0.45, -0.20, -1.09], [-0.61, -0.28, 1.03], [-0.24, 0.34, -0.22], [0.36, 0.57, -0.44], [-0.23, 0.49, 0.07], [-0.28, 0.96, 0.21], [-0.04, -0.33, -0.46], [-0.04, -0.39, 0.05], [0.04, -0.10, 0.33], [0.32, 0.38, -0.88], [-0.64, -0.83, 1.54], [1.90, -0.53, 0.23], [0.14, -0.18, -0.56], [-1.20, -1.06, -2.62], [0.37, 0.17, 0.82], [0.74, 0.83, 0.19], [0.91, -0.40, -0.89], [-0.29, 0.72, 0.65], [0.48, 0.20, 1.50], [-1.94, -0.80, 0.88], [0.39, 1.52, -0.48], [-0.39, 0.33, -1.34], [-0.58, 0.16, -0.25], [-0.06, 0.81, 0.44], [0.15, -0.65, 0.12], [0.03, 0.95, 0.05], [-0.91, -0.19, 0.33], [0.17, -0.19, 0.44], [0.40, -0.10, -0.09], [0.12, 0.15, 0.04], [-0.39, 0.08, -0.06], [0.26, -0.14, -0.32], [0.32, -0.45, -0.11], [0.16, -0.01, 0.11], [0.38, -0.53, -0.49], [-0.57, 0.13, 0.10], [0.13, 0.23, -0.86], [-0.31, 0.51, 0.24], [-0.05, -0.61, 0.23], [-0.74, 0.26, -0.28], [-0.09, 0.06, -0.13], [0.34, 0.52, 0.44], [-0.02, 0.94, -0.16], [0.48, -0.17, 0.00], [-0.17, 0.63, -0.25], [0.12, -0.90, -0.12], [0.01, 0.79, 0.52], [-0.01, -0.47, 1.21], [-0.06, -0.35, -0.32], [-0.21, 1.05, 0.25], [-0.07, 0.06, -0.73], [0.49, -0.88, -0.16], [-0.19, -0.49, 0.05], [0.07, -0.29, 0.16], [0.49, -0.42, 0.00], [-0.23, 0.19, -0.13], [-0.39, -0.13, 0.15], [0.09, 0.09, -0.31], [0.27, -0.65, 0.34], [-0.33, -0.21, 0.28], [-0.07, 0.23, -0.69], [0.37, 0.06, 0.21], [2.12, 0.13, 0.45], [-0.83, 1.29, -0.90], [0.50, -0.20, 0.33], [-1.77, 2.27, 0.39], [0.51, -0.60, -0.70], [0.06, -0.76, 0.62], [-0.17, -1.35, 0.71], [1.19, 0.92, -1.05], [0.45, -0.03, -0.38], [-0.61, -2.12, -0.23], [-0.08, -0.46, 0.14], [0.28, -0.64, 0.65], [-1.04, -0.50, -0.57], [-0.34, 0.74, -0.69], [-0.05, -0.27, 0.29], [0.09, -0.39, 0.26], [-0.24, 0.08, 0.01], [-0.16, -0.14, -1.08], [0.13, -0.32, -0.05], [-0.45, 0.33, 1.19], [-0.05, -0.58, 0.00], [0.02, 0.90, 0.18], [0.38, 0.22, 0.57], [-0.52, 0.91, 0.11], [0.55, -0.02, 0.17], [0.39, 0.15, -0.49], [-1.52, -1.04, -0.91], [-0.46, -0.36, 0.06], [0.42, 0.71, -0.03], [-0.28, -1.12, 0.53], [-0.32, 0.32, 0.37], [0.40, -0.14, -0.97], [1.15, 0.48, 0.62], [-1.05, -0.63, 0.01], [0.51, 0.34, 0.52], [-2.57, 0.36, -1.12], [1.67, -0.50, 0.67], [0.49, 0.05, -0.31], [1.24, 0.22, 0.38], [0.37, 0.47, -0.05], [-0.46, 0.35, 0.95], [0.38, -0.14, -0.06], [-0.72, -0.35, 0.08], [-0.18, 0.14, 0.17], [0.12, 0.35, 0.19], [0.21, 0.93, -0.38], [0.08, -0.77, -0.28], [0.67, 0.00, -0.41], [0.25, 0.44, -0.14], [-0.20, -0.67, -0.25], [0.01, 0.07, -0.17], [-0.14, 0.44, 0.39], [-0.75, -0.27, 0.02], [0.35, -0.55, 0.49], [0.20, -0.14, -0.28], [1.06, 0.92, -0.31], [0.25, 0.12, 0.06], [0.20, 0.61, -0.13], [0.24, -0.28, 0.16], [-0.81, -0.35, -0.16], [-0.29, -0.40, 0.52], [-0.25, 0.04, -0.29], [0.51, -0.31, -0.23], [-0.70, 1.10, 0.13], [0.16, -0.55, 0.33], [-0.16, 0.15, -0.38], [-0.52, -0.52, -0.20], [-0.31, 0.11, -0.13], [0.74, 0.41, -0.26], [0.45, -0.57, 0.56], [-0.20, 0.07, -0.31], [-0.21, 0.25, 0.33], [-1.04, 0.54, -0.18], [-0.83, 0.27, 0.68], [-0.10, 0.53, -0.55], [2.10, -0.91, -0.82], [-0.28, -0.27, 0.25], [0.57, 0.09, 0.57], [0.06, 0.13, -0.32], [-0.33, -0.71, 0.46], [-0.19, 0.13, 0.11], [0.03, 0.26, -0.07], [-0.80, 0.26, -1.58], [1.61, -1.43, 0.56], [-1.76, 1.02, 0.65], [0.37, -0.23, 0.40], [0.23, 0.23, -0.11], [-0.09, 0.24, 0.33], [0.46, 0.09, 0.16], [0.43, -0.49, -0.26], [-0.03, -0.06, 0.25], [-0.35, 0.63, -0.17], [-0.17, 0.90, 0.40], [-0.55, -0.25, 0.39], [0.84, 0.40, 0.13], [-0.97, 1.35, -0.09], [0.39, -0.93, 0.08], [-0.59, 0.80, 1.30], [1.28, 0.87, -1.13], [-1.26, 0.69, 1.38], [0.41, -0.01, -0.59], [-0.01, -0.17, -0.39], [0.01, -0.41, -0.01], [-0.09, -0.34, -0.12], [-0.03, 0.06, -0.55], [-0.13, -0.44, -0.51], [0.37, -0.72, 0.02], [-0.15, -0.41, 0.27], [0.23, 0.26, -0.15], [-0.07, 0.02, 0.30], [0.26, 0.51, -0.29], [0.56, -1.26, -0.38], [0.04, 0.00, 0.03], [-0.43, -1.04, -0.11], [0.02, -0.01, 0.10], [-0.25, -0.05, 0.12], [-0.99, 0.61, -0.09], [0.52, -0.23, -1.04], [1.71, -0.52, -0.19], [0.02, 0.86, 1.07], [-0.04, -0.93, 0.72], [0.81, 0.92, 0.31], [0.06, -0.14, 0.17], [0.35, -0.54, -1.79], [-0.07, -0.43, -0.52], [0.25, 0.04, 0.24], [0.14, -0.20, 0.32], [0.10, 0.31, 0.40], [-0.29, -0.29, 0.32], [-0.06, 0.05, 0.07], [-0.75, 0.92, -0.13], [0.19, -0.02, -0.44], [-0.96, 0.22, -0.46], [-0.16, -0.21, -0.64], [-0.36, -0.51, 0.04], [0.06, -0.09, 0.48], [-0.08, 0.19, 0.46], [-0.25, 0.32, 0.41], [-1.49, -1.00, 0.04], [1.04, 0.57, 0.12], [-0.28, -1.45, -0.58], [0.19, -1.15, -0.88], [0.17, 0.63, 0.35], [-0.89, 0.32, 0.14], [1.36, 0.73, -0.25], [-0.11, -0.81, 0.26], [-0.58, -0.39, -0.34], [-0.96, -0.03, 0.22], [0.74, -0.56, 0.47], [0.95, 1.17, -0.66], [0.04, 0.56, -0.08], [0.09, 0.24, 0.19], [-0.13, 0.27, 0.22], [-0.06, 0.06, 0.56], [-0.11, -0.04, 0.17], [0.09, 0.07, 0.19], [0.21, -0.09, 0.06], [-0.92, -0.49, 0.46], [-0.14, -0.27, -0.42], [-0.32, -0.17, -0.10], [1.00, 1.59, 0.07]], "homo_lumo_gap_ev": 8.862, "largest_force_ev_per_a": 3.714, "e_lumo_ev": 0.185, "charge": 0}